No. 1
{"formula": "C4H8FN2OP", "method": "wB97M-V/def2-TZVPD", "de_lowest_kj_mol": 453.0, "e_lumo_ha": [-0.014, -0.014], "molar_mass_g_mol": 150.09, "smiles": "CCO[P@@](F)(C#N)=NC", "largest_force_ev_per_a": 4.58, "elements": ["C", "C", "C", "C", "N", "N", "O", "F", "P", "H", "H", "H", "H", "H", "H", "H", "H"], "positions_angstrom": [[-1.2465, 2.5802, 0.5208], [-0.9806, -2.0927, -0.0367], [2.2898, 1.0267, -0.9909], [-0.7443, -1.2620, 1.2088], [-1.4885, 3.6453, 0.8664], [1.5881, 0.5027, 0.1003], [-1.2466, 0.0703, 1.0214], [-1.2329, 0.8351, -1.3723], [-0.4860, 1.0362, 0.0597], [-0.6436, -3.1131, 0.1220], [-2.0385, -2.1002, -0.2923], [-0.4218, -1.6574, -0.8631], [2.5604, 2.0899, -0.9046], [1.8358, 0.8480, -1.9788], [3.2237, 0.4474, -0.9628], [0.3228, -1.2027, 1.4327], [-1.2913, -1.6537, 2.0695]], "forces_ev_per_a": [[0.29, -0.29, -0.01], [-0.08, 0.28, 0.16], [0.16, 0.82, -1.10], [0.35, -1.04, 0.16], [-0.22, 0.43, 0.09], [-4.43, 0.16, 1.14], [-0.19, 0.65, 0.11], [0.77, 0.33, 1.21], [3.03, -1.16, -1.53], [0.05, -0.08, 0.02], [-0.05, -0.06, -0.03], [0.06, -0.13, -0.11], [0.11, -0.07, -0.13], [0.23, 0.01, 0.03], [0.00, 0.02, 0.03], [-0.16, 0.01, 0.07], [0.09, 0.13, -0.11]]}

No. 2
{"formula": "CH6NO", "method": "wB97M-V/def2-TZVPD", "de_lowest_kj_mol": 49.8, "e_lumo_ha": -0.214, "molar_mass_g_mol": 48.07, "total_charge": 1, "largest_force_ev_per_a": 1.61, "elements": ["O", "H", "H", "H", "C", "N", "H", "H", "H"], "positions_angstrom": [[-1.3843, -1.0067, -1.6252], [0.1974, 0.5112, -0.4814], [-1.0434, -1.6750, -2.2534], [-2.0843, -1.4394, -1.1636], [0.8216, 1.1119, 1.3260], [0.7308, 0.2838, 0.3617], [0.0395, 1.8659, 1.3420], [1.4851, 0.9537, 2.1657], [1.2376, -0.6054, 0.3282]], "forces_ev_per_a": [[1.43, 0.06, -0.73], [-0.52, -0.43, 0.27], [-0.35, 0.54, 0.40], [-0.88, -0.48, 0.46], [-1.19, -0.64, -0.08], [0.67, 0.01, -0.23], [0.64, 0.61, -0.05], [0.04, -0.12, -0.01], [0.16, 0.45, -0.03]]}

No. 3
{"formula": "C2H6O3", "method": "wB97M-V/def2-TZVPD", "de_lowest_kj_mol": 115.9, "e_lumo_ha": 0.016, "molar_mass_g_mol": 78.07, "smiles": "CC(=O)O.O", "largest_force_ev_per_a": 5.17, "elements": ["C", "C", "H", "H", "H", "H", "H", "H", "O", "O", "O"], "positions_angstrom": [[0.1430, 0.5169, -0.7734], [-1.0815, -0.3214, -1.0387], [0.8931, -0.6372, 1.0506], [1.4627, -0.3155, 2.4006], [1.0116, 1.3675, 0.7369], [-1.2607, -0.6058, -2.0886], [-1.2286, -1.1573, -0.3738], [-1.9263, 0.3235, -0.7702], [0.8597, -0.9175, 1.9085], [0.9636, 0.8729, -1.6076], [0.1634, 0.8739, 0.5558]], "forces_ev_per_a": [[0.56, 0.42, -1.30], [-0.98, 0.72, -0.44], [0.14, 0.79, -2.86], [-0.69, -0.83, -0.49], [-1.18, -0.36, -0.51], [0.67, 0.12, 0.50], [0.48, -0.40, 0.22], [0.02, 0.09, -0.04], [1.18, -1.65, 4.76], [-1.17, -0.54, 1.82], [0.97, 1.63, -1.66]]}

No. 4
{"formula": "C10H7NO", "method": "wB97M-V/def2-TZVPD", "de_lowest_kj_mol": 0.0, "e_lumo_ha": -0.025, "molar_mass_g_mol": 157.17, "smiles": "O=Cc1ccnc2ccccc12", "largest_force_ev_per_a": 1.85, "elements": ["C", "C", "C", "C", "C", "C", "C", "C", "C", "C", "H", "H", "H", "H", "H", "H", "H", "N", "O"], "positions_angstrom": [[-0.9828, 2.1199, 1.0291], [-0.8220, 0.6863, 0.6266], [-1.7205, -0.1757, 1.1333], [-1.5400, -1.5530, 0.9057], [0.3319, -1.1772, -0.3501], [1.3054, -1.7246, -1.1981], [2.2718, -0.8977, -1.7013], [2.2454, 0.4980, -1.5313], [1.2572, 1.0636, -0.7398], [0.2885, 0.2247, -0.1431], [-0.1059, 2.8029, 0.7706], [-2.5743, 0.2425, 1.7116], [-2.2508, -2.2955, 1.3599], [1.2800, -2.7705, -1.3788], [3.0695, -1.2822, -2.3811], [3.0513, 1.0875, -1.9793], [1.3124, 2.1567, -0.5568], [-0.5445, -2.0833, 0.2121], [-1.9726, 2.5320, 1.5979]], "forces_ev_per_a": [[0.07, 0.70, -0.17], [0.82, 1.08, 0.17], [-1.21, -0.26, 0.52], [-0.20, -1.75, 0.27], [-0.26, -0.55, -0.06], [0.70, 0.99, 0.28], [0.80, -0.41, -1.61], [-0.31, 0.19, 0.86], [1.10, 0.47, -0.41], [-0.62, 0.02, 0.17], [-0.96, -0.49, 0.39], [0.75, -0.59, -0.44], [0.70, 0.84, -0.48], [0.09, -0.70, -0.10], [-0.77, 0.08, 0.74], [-0.47, -0.06, 0.21], [-0.35, -0.94, -0.18], [-0.80, 1.50, 0.29], [0.92, -0.13, -0.44]]}

No. 5
{"formula": "C16H28N6SbSe4TcTe4", "method": "wB97M-V/def2-TZVPD", "de_lowest_kj_mol": 0.0, "e_lumo_ha": -0.261, "molar_mass_g_mol": 1350.44, "total_charge": 2, "largest_force_ev_per_a": 0.88, "elements": ["Tc", "Te", "Te", "Te", "Te", "C", "N", "C", "C", "N", "C", "C", "C", "C", "C", "C", "N", "C", "N", "C", "C", "N", "C", "C", "N", "C", "C", "H", "H", "H", "H", "H", "H", "H", "H", "H", "H", "H", "H", "H", "H", "H", "H", "H", "H", "H", "H", "H", "H", "H", "H", "H", "H", "H", "H", "Se", "Sb", "Se", "Se", "Se"], "positions_angstrom": [[-0.0339, -0.0138, -0.0681], [-0.5037, 2.6451, 0.1156], [-0.6341, 3.9066, -2.3233], [-3.2631, 3.0980, -2.4736], [-3.1961, 3.2249, 0.2795], [-3.3124, 0.6173, 2.9352], [-2.1102, 0.1808, 2.2167], [-2.3223, -0.4960, 0.9450], [-0.8799, 0.3233, 2.7241], [0.1561, 0.0504, 1.8930], [1.4915, -0.1412, 2.3448], [1.8602, -0.4998, 3.6423], [3.1853, -0.4333, 4.0313], [4.1485, 0.0180, 3.1375], [3.8113, 0.2486, 1.8168], [2.4985, 0.0635, 1.3807], [2.0825, 0.0754, 0.0263], [2.8723, -0.3179, -0.9727], [2.4321, -0.0593, -2.2344], [1.4381, 0.9537, -2.4005], [2.6924, -0.9613, -3.3598], [4.0456, -0.9730, -0.8552], [4.3131, -2.0202, 0.1255], [5.1595, -0.7125, -1.7685], [-0.7171, 0.7821, 3.9789], [0.2324, 1.8496, 4.2885], [-1.4218, 0.2070, 5.1256], [-4.0540, 0.9242, 2.2056], [-3.0793, 1.4645, 3.5738], [-3.7280, -0.1919, 3.5350], [-3.3778, -0.4114, 0.6989], [-2.0596, -1.5414, 1.0036], [-1.9272, 0.0498, 0.0230], [1.1071, -0.8079, 4.3548], [3.4616, -0.6996, 5.0432], [5.1721, 0.1526, 3.4615], [4.5748, 0.5409, 1.1079], [1.7115, 1.8547, -1.8639], [0.3982, 0.6415, -2.0773], [1.3068, 1.1933, -3.4536], [3.0557, -1.9165, -2.9916], [3.4194, -0.5437, -4.0560], [1.7604, -1.1383, -3.8946], [3.4447, -2.2129, 0.7435], [5.1498, -1.7470, 0.7691], [4.5705, -2.9366, -0.4093], [4.9765, 0.1871, -2.3496], [5.3389, -1.5520, -2.4424], [6.0611, -0.5577, -1.1737], [0.7252, 2.1982, 3.3836], [0.9932, 1.5155, 4.9936], [-0.3145, 2.6826, 4.7343], [-1.9480, -0.6973, 4.8331], [-2.1169, 0.9150, 5.5785], [-0.6784, -0.0677, 5.8772], [-2.4948, -2.9432, -1.3672], [-1.4523, -4.4083, 0.7886], [-0.4233, -1.8921, -1.6592], [0.7105, -2.6429, 0.2169], [-2.2273, -3.4981, 2.8076]], "forces_ev_per_a": [[0.06, -0.87, 0.04], [0.00, 0.19, 0.08], [-0.20, 0.09, -0.01], [0.20, -0.10, 0.20], [0.06, 0.07, -0.27], [0.07, -0.06, 0.02], [-0.10, 0.04, -0.02], [0.13, 0.17, 0.16], [-0.01, -0.10, -0.08], [0.05, 0.25, 0.15], [0.11, -0.08, -0.05], [-0.05, -0.01, -0.01], [-0.01, -0.02, 0.04], [0.02, 0.02, -0.02], [-0.02, 0.00, -0.04], [0.01, 0.03, 0.07], [0.02, 0.22, 0.05], [0.01, -0.04, -0.02], [-0.01, 0.02, 0.05], [-0.05, -0.06, -0.03], [0.03, 0.02, 0.01], [0.04, -0.04, -0.02], [0.03, -0.01, -0.03], [-0.02, -0.01, 0.02], [-0.04, 0.08, 0.09], [0.01, -0.02, 0.00], [0.03, 0.02, 0.00], [-0.01, 0.02, -0.04], [0.01, 0.01, 0.00], [0.00, -0.01, 0.01], [-0.04, -0.16, -0.05], [-0.03, -0.06, 0.02], [-0.02, 0.22, -0.01], [0.02, 0.01, -0.03], [-0.01, 0.01, -0.03], [-0.02, 0.00, -0.01], [-0.03, -0.01, 0.02], [0.00, 0.09, 0.05], [0.03, 0.04, -0.01], [0.01, -0.02, -0.02], [0.01, -0.01, 0.02], [0.01, 0.01, 0.01], [-0.01, 0.02, 0.00], [0.00, 0.01, -0.01], [0.00, 0.00, -0.02], [-0.01, 0.01, -0.02], [-0.02, -0.01, 0.01], [-0.02, 0.00, 0.01], [-0.01, 0.00, 0.01], [-0.01, 0.00, 0.00], [-0.01, -0.01, 0.00], [-0.02, -0.01, -0.01], [-0.02, -0.01, -0.02], [0.00, 0.00, -0.01], [0.00, 0.00, -0.01], [0.12, 0.07, 0.07], [-0.05, 0.06, 0.05], [-0.16, -0.23, -0.12], [-0.09, 0.19, -0.09], [0.02, -0.03, -0.14]]}

No. 6
{"formula": "C5H8O2", "method": "wB97M-V/def2-TZVPD", "de_lowest_kj_mol": 588.7, "e_lumo_ha": 0.034, "molar_mass_g_mol": 100.12, "largest_force_ev_per_a": 5.36, "elements": ["C", "C", "C", "C", "C", "H", "H", "H", "H", "H", "H", "H", "H", "O", "O"], "positions_angstrom": [[-0.6375, 0.4974, -0.3275], [-1.0633, -0.8386, 0.0555], [0.2749, -1.5417, 0.3649], [0.4295, 0.4596, 0.7286], [-0.1552, 1.8298, 0.3920], [0.6522, -0.2337, -1.5289], [-1.5475, -1.3297, -0.6474], [-1.5837, -0.9456, 0.9915], [0.8091, -2.2494, -0.3263], [0.2016, -2.0065, 1.3057], [-0.0380, 0.3826, 1.6606], [-0.4612, 2.4432, 1.2539], [0.3034, 2.6239, -0.3799], [-0.2124, 0.3623, -1.5763], [1.2841, -0.5028, 0.3750]], "forces_ev_per_a": [[-1.11, 1.55, 3.04], [-0.32, -0.53, 3.67], [2.36, -1.80, -2.23], [0.33, 5.34, -0.11], [2.37, 1.66, -2.65], [-2.13, 1.79, -0.32], [-2.61, -2.23, -3.46], [-0.73, 0.34, 0.21], [-1.47, 0.01, 0.28], [0.18, -0.56, 1.37], [-0.33, -1.20, 1.69], [-0.63, -0.96, -0.33], [-1.07, -2.29, 1.36], [3.92, -0.72, -2.79], [1.24, -0.40, 0.26]]}

No. 7
{"formula": "C4H10N2", "method": "wB97M-V/def2-TZVPD", "de_lowest_kj_mol": 182.2, "e_lumo_ha": 0.039, "molar_mass_g_mol": 86.14, "smiles": "CN[C@@H]1N[C@@H]1C", "largest_force_ev_per_a": 2.41, "elements": ["C", "C", "C", "N", "C", "N", "H", "H", "H", "H", "H", "H", "H", "H", "H", "H"], "positions_angstrom": [[-0.1029, -0.8088, -1.0990], [0.1785, 1.1686, 1.5548], [-1.3908, -0.0834, -1.2591], [0.1506, -0.2713, 1.3426], [0.7814, -0.7832, 0.1117], [1.1673, 0.1335, -0.9198], [0.5208, -0.7437, 2.1648], [-0.0421, -1.6980, -1.7173], [2.0081, -0.2049, -1.3859], [1.3906, -1.6729, 0.2698], [-0.3915, 1.4152, 2.4571], [1.1995, 1.5406, 1.6864], [-0.2752, 1.7129, 0.7230], [-1.2474, 0.9995, -1.2122], [-1.8389, -0.3212, -2.2292], [-2.1082, -0.3829, -0.4877]], "forces_ev_per_a": [[2.34, 0.59, -0.02], [0.15, 0.17, 0.10], [-0.53, 0.27, 0.21], [0.53, -0.39, -0.14], [-1.97, 0.08, 0.84], [-0.92, -0.97, -0.55], [-0.02, 0.13, -0.39], [0.55, 0.12, -0.13], [-0.32, -0.01, -0.10], [-0.07, 0.15, 0.12], [0.06, -0.15, -0.13], [0.00, 0.23, -0.07], [0.10, -0.20, 0.08], [-0.06, -0.18, 0.07], [0.10, 0.07, 0.11], [0.07, 0.10, 0.01]]}

What is the formula in the first record?
C4H8FN2OP

Number 1 is which compound?
C4H8FN2OP

What did the first record say?
{"formula": "C4H8FN2OP", "method": "wB97M-V/def2-TZVPD", "de_lowest_kj_mol": 453.0, "e_lumo_ha": [-0.014, -0.014], "molar_mass_g_mol": 150.09, "smiles": "CCO[P@@](F)(C#N)=NC", "largest_force_ev_per_a": 4.58, "elements": ["C", "C", "C", "C", "N", "N", "O", "F", "P", "H", "H", "H", "H", "H", "H", "H", "H"], "positions_angstrom": [[-1.2465, 2.5802, 0.5208], [-0.9806, -2.0927, -0.0367], [2.2898, 1.0267, -0.9909], [-0.7443, -1.2620, 1.2088], [-1.4885, 3.6453, 0.8664], [1.5881, 0.5027, 0.1003], [-1.2466, 0.0703, 1.0214], [-1.2329, 0.8351, -1.3723], [-0.4860, 1.0362, 0.0597], [-0.6436, -3.1131, 0.1220], [-2.0385, -2.1002, -0.2923], [-0.4218, -1.6574, -0.8631], [2.5604, 2.0899, -0.9046], [1.8358, 0.8480, -1.9788], [3.2237, 0.4474, -0.9628], [0.3228, -1.2027, 1.4327], [-1.2913, -1.6537, 2.0695]], "forces_ev_per_a": [[0.29, -0.29, -0.01], [-0.08, 0.28, 0.16], [0.16, 0.82, -1.10], [0.35, -1.04, 0.16], [-0.22, 0.43, 0.09], [-4.43, 0.16, 1.14], [-0.19, 0.65, 0.11], [0.77, 0.33, 1.21], [3.03, -1.16, -1.53], [0.05, -0.08, 0.02], [-0.05, -0.06, -0.03], [0.06, -0.13, -0.11], [0.11, -0.07, -0.13], [0.23, 0.01, 0.03], [0.00, 0.02, 0.03], [-0.16, 0.01, 0.07], [0.09, 0.13, -0.11]]}